Entry 1:
C21H43BrClN3O5PS | wB97M-V/def2-TZVPD

Values from the calculation:
Gap between HOMO and LUMO (eV): 7.41
Net charge: +1
HOMO energy (eV): -11.787

XYZ file:
```
76
Properties=species:S:1:pos:R:3:lowdin_charge:R:1
C 3.109 1.942 3.951 -0.10
O 3.886 2.441 2.879 -0.18
C 3.398 2.075 1.606 -0.24
C 4.041 0.795 1.077 -0.18
C 4.169 0.789 -0.446 -0.20
C 4.676 -0.553 -1.000 -0.19
C 3.572 -1.391 -1.663 -0.21
C 3.084 -2.526 -0.762 -0.21
C 1.992 -3.378 -1.418 -0.20
C 0.775 -3.582 -0.517 -0.19
C 0.167 -2.218 -0.191 -0.24
C -1.221 -2.309 0.429 -0.16
C -1.655 -1.009 1.196 -0.50
P -1.304 -1.012 3.068 0.66
O -2.024 -2.360 3.535 -0.33
Br 0.877 -1.543 3.097 0.45
C -3.148 -0.685 0.954 -0.37
S -4.283 -2.141 0.815 0.66
C -5.812 -1.581 1.522 -0.11
O -3.769 -3.221 1.607 -0.29
O -4.484 -2.398 -0.581 -0.29
N -3.182 0.021 -0.343 -0.36
Cl -4.219 1.409 -0.263 0.82
C -1.833 0.357 -0.580 -0.34
N -1.405 0.731 -1.743 0.19
C -2.234 0.934 -2.932 -0.12
C -1.833 2.204 -3.693 -0.38
C -0.313 2.444 -3.676 -0.07
C -2.539 3.418 -3.054 -0.06
N -1.003 0.134 0.474 -0.01
C -0.426 1.297 1.176 -0.15
C -1.395 2.236 1.881 -0.25
O -0.666 3.154 2.681 -0.03
H 2.646 0.983 3.701 0.05
H 3.759 1.768 4.804 0.09
H 2.332 2.664 4.213 0.09
H 2.306 1.960 1.675 0.08
H 3.582 2.897 0.912 0.13
H 5.014 0.677 1.553 0.13
H 3.437 -0.067 1.381 0.09
H 4.842 1.600 -0.727 0.11
H 3.182 1.031 -0.853 0.10
H 5.122 -1.115 -0.178 0.11
H 5.474 -0.367 -1.717 0.11
H 2.739 -0.735 -1.926 0.09
H 3.965 -1.838 -2.578 0.11
H 2.741 -2.069 0.171 0.08
H 3.950 -3.133 -0.499 0.12
H 1.652 -2.869 -2.324 0.11
H 2.405 -4.336 -1.727 0.11
H 1.048 -4.132 0.382 0.12
H 0.043 -4.143 -1.104 0.12
H 0.824 -1.709 0.508 0.02
H 0.164 -1.633 -1.113 0.11
H -1.297 -3.185 1.067 0.10
H -1.940 -2.449 -0.383 0.11
H -1.936 -3.085 2.900 0.04
H -3.546 -0.087 1.776 0.10
H -6.550 -1.514 0.729 0.08
H -6.114 -2.288 2.288 0.08
H -5.694 -0.599 1.977 0.06
H -0.403 0.854 -1.808 0.16
H -2.107 0.054 -3.564 0.15
H -3.281 0.993 -2.658 0.09
H -2.149 2.133 -4.731 0.14
H -0.014 3.053 -4.523 0.09
H 0.272 1.522 -3.682 0.08
H -0.039 3.011 -2.783 0.08
H -2.012 4.334 -3.310 0.08
H -2.516 3.323 -1.968 0.06
H -3.564 3.479 -3.410 0.09
H 0.299 0.931 1.903 0.06
H 0.143 1.877 0.446 0.13
H -1.963 2.819 1.151 0.10
H -2.061 1.707 2.560 0.09
H 0.245 3.207 2.383 0.07
```



Entry 2:
C21H43ClN4O9PS | wB97M-V/def2-TZVPD

Values from the calculation:
Gap between HOMO and LUMO (eV): 4.64
Net charge: +1
HOMO energy (eV): -10.289

XYZ file:
```
80
Properties=species:S:1:pos:R:3:lowdin_charge:R:1
C 2.046 -0.241 5.061 -0.07
C 2.900 0.986 5.662 -0.24
O 1.988 2.094 5.865 -0.23
C 1.780 2.865 4.665 -0.17
C 0.311 2.760 4.049 0.00
C 0.209 2.567 2.488 0.04
C 1.461 2.520 1.507 -0.42
O 2.248 3.484 1.414 0.14
O 1.688 1.334 0.708 -0.46
Cl 0.924 1.542 -0.807 0.84
C -1.205 2.450 1.837 0.05
C -2.424 2.503 2.788 0.02
N -2.318 2.685 4.237 -0.13
P -3.875 2.726 5.108 0.66
N -4.253 4.270 5.363 -0.16
O -5.138 2.027 4.150 -0.18
O -3.848 1.912 6.599 -0.18
C -1.014 2.837 4.893 -0.38
S -0.884 3.127 6.736 0.81
H 2.586 -1.249 5.123 0.09
H 1.064 -0.272 5.670 0.09
H 1.758 0.030 3.981 0.07
H 3.845 1.239 5.074 0.13
H 3.258 0.639 6.706 0.14
H 2.016 3.970 4.915 0.16
H 2.602 2.552 3.915 0.14
H -1.310 2.339 0.694 0.12
H -3.459 2.420 2.287 0.15
H -5.147 4.394 4.841 0.01
H -5.331 1.162 4.604 0.08
H -4.278 1.036 6.468 0.08
H -1.014 4.489 6.981 -0.06
C -1.173 -0.386 1.021 -0.14
O -2.151 -0.076 0.038 -0.21
C -1.759 -0.458 -1.286 -0.23
C -2.650 -1.589 -1.796 -0.20
N -2.374 -2.838 -1.085 -0.05
C -3.349 -3.897 -1.361 -0.19
C -4.791 -3.661 -0.885 -0.21
O -4.932 -3.627 0.532 -0.17
C -4.719 -2.352 1.114 -0.11
H -1.500 0.041 1.969 0.07
H -1.077 -1.468 1.147 0.10
H -0.201 0.049 0.760 0.03
H -0.699 -0.728 -1.341 0.10
H -1.909 0.418 -1.924 0.12
H -2.467 -1.737 -2.865 0.13
H -3.693 -1.281 -1.663 0.10
H -2.374 -2.656 -0.088 0.07
H -2.976 -4.799 -0.866 0.12
H -3.354 -4.107 -2.435 0.12
H -5.383 -4.521 -1.219 0.12
H -5.252 -2.784 -1.350 0.11
H -5.009 -1.534 0.449 0.09
H -3.675 -2.244 1.418 0.07
H -5.329 -2.290 2.020 0.08
C 3.137 -1.458 -7.902 -0.11
O 4.213 -0.805 -7.245 -0.20
C 3.914 0.545 -6.886 -0.21
C 3.848 0.687 -5.366 -0.21
N 2.664 0.019 -4.825 -0.05
C 2.667 -0.083 -3.364 -0.23
C 3.754 -0.961 -2.725 -0.22
O 3.619 -2.346 -3.018 -0.18
C 4.246 -2.757 -4.226 -0.09
H 3.490 -2.432 -8.243 0.09
H 2.300 -1.616 -7.216 0.08
H 2.804 -0.885 -8.772 0.09
H 2.995 0.905 -7.362 0.12
H 4.739 1.160 -7.259 0.12
H 3.811 1.750 -5.106 0.12
H 4.767 0.262 -4.950 0.10
H 2.609 -0.918 -5.209 0.07
H 1.692 -0.495 -3.079 0.10
H 2.718 0.924 -2.936 0.08
H 3.635 -0.877 -1.638 0.12
H 4.766 -0.606 -2.942 0.11
H 5.134 -2.164 -4.459 0.09
H 3.535 -2.720 -5.053 0.07
H 4.552 -3.800 -4.107 0.09
```



Entry 3:
C21H43N2P3RuS2 | wB97M-V/def2-TZVPD

Values from the calculation:
2S+1: 5
Gap between HOMO and LUMO (spin up / spin down) (eV): 6.54 / 3.84
Net charge: +4
Energy relative to the best compared isomer or geometry (same formula, charge and spin) (kcal/mol): 83.65
HOMO energy (spin up / spin down) (eV): -18.712 / -19.559

XYZ file:
```
72
Properties=species:S:1:pos:R:3:mulliken_spin:R:1
Ru -0.252 0.921 -0.057 1.29
P 1.618 1.405 1.289 0.03
P -2.152 1.965 0.423 -0.01
P 0.541 1.543 -2.035 0.04
H 1.106 -4.276 0.208 0.00
C 1.854 -3.613 -0.235 -0.01
C 2.565 -2.804 0.544 0.01
H 2.210 -2.487 1.533 0.00
C 2.002 0.695 2.932 0.02
C 1.334 3.155 1.707 0.03
C 3.287 1.275 0.547 0.04
C -3.627 1.061 -0.131 0.06
C -2.339 2.222 2.217 -0.02
C -1.962 3.588 -0.359 0.06
C 1.882 0.442 -2.662 0.02
C 1.275 3.203 -1.925 0.03
C -0.779 1.831 -3.317 0.01
H 2.123 -3.768 -1.302 0.00
H 3.510 -2.329 0.187 0.00
H 1.909 -0.401 2.893 -0.01
H 1.326 1.106 3.696 0.00
H 3.038 0.950 3.207 0.00
H 0.385 3.243 2.252 0.00
H 1.286 3.767 0.797 -0.01
H 2.148 3.511 2.349 0.00
H 3.315 0.426 -0.147 -0.01
H 4.030 1.090 1.337 0.00
H 3.562 2.194 0.020 0.01
H -4.442 1.756 -0.348 0.01
H -3.944 0.362 0.652 0.00
H -3.392 0.480 -1.033 -0.02
H -2.489 3.289 2.437 0.00
H -1.424 1.885 2.732 0.01
H -3.192 1.636 2.593 0.00
H -2.810 4.243 -0.095 0.01
H -1.907 3.468 -1.454 -0.01
H -1.030 4.047 0.004 -0.01
H 1.579 -0.037 -3.607 0.00
H 2.151 -0.346 -1.927 -0.02
H 2.757 1.095 -2.827 0.00
H 1.499 3.469 -2.969 0.00
H 2.183 3.182 -1.312 0.00
H 0.522 3.884 -1.506 0.00
H -0.723 1.079 -4.119 0.00
H -0.585 2.830 -3.734 0.01
H -1.793 1.819 -2.884 -0.01
C -1.048 -1.982 -3.317 0.10
C -2.130 -1.914 -4.212 0.23
C -2.167 -2.816 -5.248 0.31
C -1.135 -3.738 -5.392 0.08
C -0.157 -3.892 -4.417 0.27
C -0.098 -3.027 -3.350 0.06
S -1.032 -0.849 -2.071 0.72
H -0.663 -0.573 0.286 -0.04
H -2.875 -1.134 -4.072 0.01
H -2.992 -2.803 -5.945 0.00
H -1.126 -4.377 -6.262 0.01
H 0.581 -4.674 -4.520 0.00
H 0.611 -3.122 -2.540 0.18
C 0.277 -3.360 3.416 0.00
N -0.117 -2.107 4.044 0.04
C 0.086 -1.785 5.373 0.05
C -0.534 -0.584 5.597 0.06
N -1.042 -0.181 4.376 0.03
C -0.741 -1.080 3.394 -0.06
S -1.342 -1.180 1.805 0.35
H -0.467 -3.655 2.678 0.00
H 1.245 -3.277 2.918 0.00
H 0.354 -4.148 4.179 0.00
H 0.630 -2.456 6.021 0.00
H -0.702 -0.006 6.487 0.00
H -1.572 0.665 4.202 0.00
```



Entry 4:
C21H44BFN2O7S | wB97M-V/def2-TZVPD

Values from the calculation:
Gap between HOMO and LUMO (eV): 8.87
Net charge: 0
HOMO energy (eV): -9.040

XYZ file:
```
77
Properties=species:S:1:pos:R:3:lowdin_charge:R:1
C 1.001 -0.533 3.638 -0.18
C -0.585 -0.136 3.767 -0.52
S -1.719 -0.978 2.536 0.79
C -0.900 -1.239 0.871 -0.41
C -0.945 0.110 -0.114 -0.31
F -2.088 0.009 -1.085 -0.05
C -1.255 1.429 0.821 -0.08
N -1.592 2.477 1.528 0.14
C 0.502 0.145 -0.890 -0.10
C 1.703 0.513 0.214 -0.07
N 2.853 0.769 0.743 0.13
B 0.568 1.172 -2.177 -0.30
O 0.512 0.624 -3.578 0.02
C 0.744 2.831 -2.001 -0.17
C -0.711 3.566 -1.767 -0.13
H 1.217 -1.562 3.126 0.07
H 1.418 -0.614 4.749 0.08
H 1.601 0.374 3.152 0.07
H -0.935 -0.356 4.867 0.09
H -0.687 1.020 3.601 0.06
H -1.551 -2.051 0.286 0.10
H 0.181 -1.708 0.945 0.10
H 0.687 -0.950 -1.312 0.16
H 0.697 1.382 -4.236 0.13
H 1.391 2.998 -1.014 0.11
H 1.380 3.291 -2.881 0.11
H -0.753 3.867 -0.615 0.07
H -1.537 2.760 -2.031 0.08
H -0.877 4.537 -2.401 0.08
C -0.509 -5.934 -4.363 -0.11
O -1.605 -5.036 -4.222 -0.19
C -1.744 -4.553 -2.883 -0.19
C -1.121 -3.160 -2.719 -0.19
O 0.294 -3.198 -2.914 -0.20
C 0.671 -2.795 -4.227 -0.10
H -0.263 -6.009 -5.427 0.09
H 0.382 -5.591 -3.828 0.08
H -0.796 -6.922 -3.996 0.09
H -1.316 -5.264 -2.166 0.13
H -2.818 -4.480 -2.679 0.12
H -1.295 -2.820 -1.692 0.09
H -1.590 -2.435 -3.395 0.13
H 0.654 -1.706 -4.294 0.06
H 0.018 -3.216 -4.996 0.09
H 1.690 -3.146 -4.417 0.09
C -4.646 1.488 4.598 -0.11
O -4.897 0.087 4.649 -0.21
C -5.944 -0.246 5.564 -0.19
C -7.280 -0.455 4.839 -0.19
O -7.738 0.756 4.234 -0.20
C -7.429 0.818 2.845 -0.11
H -4.088 1.702 3.681 0.08
H -5.569 2.076 4.584 0.08
H -4.041 1.783 5.458 0.09
H -6.035 0.517 6.346 0.12
H -5.659 -1.187 6.048 0.12
H -8.034 -0.751 5.576 0.12
H -7.206 -1.260 4.096 0.12
H -8.149 0.222 2.283 0.08
H -6.418 0.466 2.627 0.08
H -7.503 1.862 2.522 0.09
C 7.803 3.447 -0.184 -0.11
O 7.753 2.025 -0.116 -0.20
C 6.412 1.529 -0.060 -0.20
C 5.926 1.065 -1.439 -0.20
O 5.840 2.159 -2.355 -0.20
C 6.978 2.243 -3.207 -0.11
H 8.797 3.736 -0.541 0.09
H 7.057 3.857 -0.872 0.08
H 7.649 3.866 0.813 0.09
H 5.737 2.282 0.364 0.12
H 6.418 0.668 0.616 0.12
H 4.916 0.655 -1.332 0.10
H 6.568 0.270 -1.838 0.12
H 6.887 1.513 -4.012 0.08
H 7.915 2.075 -2.668 0.08
H 7.011 3.247 -3.640 0.09
```



Entry 5:
C21H44Cl18P | wB97M-V/def2-TZVPD

Values from the calculation:
Gap between HOMO and LUMO (eV): 4.63
Net charge: -1
Energy relative to the best compared isomer or geometry (same formula, charge and spin) (kcal/mol): 120.64
HOMO energy (eV): -3.468

XYZ file:
```
84
Properties=species:S:1:pos:R:3:lowdin_charge:R:1
C 6.888 -3.459 6.238 -0.04
C 6.761 -3.007 4.891 -0.19
C 6.451 -2.574 3.307 -0.43
P 5.827 -0.776 3.263 0.24
C 4.398 -1.135 2.058 -0.41
C 2.914 -0.584 2.598 -0.26
C 2.885 1.045 2.345 -0.23
C 1.387 1.711 2.349 -0.22
C 0.400 1.194 3.553 -0.22
C -0.923 0.472 2.877 -0.27
C -0.742 -1.159 2.688 -0.21
C -2.258 -1.818 2.658 -0.29
C -2.624 -2.646 4.062 -0.13
H 6.678 -3.558 7.406 0.01
H 7.492 -2.639 2.763 0.04
H 5.710 -3.384 2.905 0.06
H 6.724 -0.561 2.118 -0.06
H 5.526 0.641 3.186 -0.07
H 4.974 -0.966 4.429 -0.03
H 6.960 -0.416 4.113 -0.06
H 4.608 -0.548 1.042 0.07
H 4.243 -2.255 1.762 0.06
H 2.104 -1.061 1.866 0.09
H 2.705 -0.905 3.705 0.09
H 3.570 1.660 3.068 0.09
H 3.329 1.211 1.252 0.11
H 1.527 2.883 2.481 0.11
H 0.831 1.561 1.318 0.09
H -0.006 2.173 4.094 0.05
H 0.946 0.521 4.351 0.10
H -1.215 0.933 1.831 0.01
H -1.886 0.610 3.565 0.06
H -0.062 -1.615 3.548 0.11
H -0.213 -1.441 1.661 0.11
H -2.386 -2.524 1.706 0.08
H -3.014 -0.923 2.475 0.03
H -2.874 -3.747 3.750 0.06
H -1.704 -2.614 4.787 0.07
H -3.599 -2.151 4.535 0.08
C -3.299 2.671 0.484 -1.07
Cl -1.810 2.240 -0.365 0.54
Cl -3.448 1.777 2.001 0.59
H -3.286 3.742 0.701 0.01
H -4.154 2.434 -0.154 -0.12
C -4.932 -0.312 -1.360 -1.05
Cl -4.090 -1.214 -0.094 0.57
Cl -6.066 0.852 -0.665 0.54
H -4.196 0.225 -1.963 -0.02
H -5.484 -1.014 -1.989 0.01
C 0.664 1.952 7.106 -1.02
Cl -0.946 2.354 6.498 0.51
Cl 1.869 3.112 6.531 0.51
H 0.646 1.970 8.199 0.02
H 0.937 0.953 6.758 0.02
C -6.629 4.342 -1.948 -1.03
Cl -4.934 4.192 -1.467 0.59
Cl -7.476 5.516 -0.934 0.51
H -6.676 4.672 -2.989 0.03
H -7.115 3.369 -1.847 -0.04
C -6.539 0.349 -4.930 -0.98
Cl -4.845 0.199 -4.449 0.56
Cl -7.387 1.523 -3.916 0.54
H -6.586 0.679 -5.971 0.02
H -7.025 -0.625 -4.829 0.04
C -2.456 -1.355 -7.296 -1.06
Cl -2.447 -2.831 -6.323 0.51
Cl -4.088 -0.973 -7.858 0.44
H -2.086 -0.526 -6.688 0.02
H -1.805 -1.496 -8.163 -0.09
C 10.159 -4.394 1.895 -1.03
Cl 9.750 -3.580 0.380 0.48
Cl 8.743 -5.191 2.591 0.51
H 10.930 -5.143 1.700 0.02
H 10.536 -3.654 2.606 0.03
C 0.490 0.376 -9.739 -1.01
Cl 0.792 0.540 -8.005 0.53
Cl -0.703 -0.889 -10.060 0.56
H 0.114 1.326 -10.127 -0.02
H 1.426 0.117 -10.241 0.03
C -3.876 2.811 -9.187 -0.99
Cl -2.387 2.380 -10.036 0.53
Cl -4.025 1.917 -7.669 0.48
H -3.864 3.882 -8.969 0.03
H -4.731 2.574 -9.825 0.03
```



Entry 6:
C21H44GeN7NaOS4 | wB97M-V/def2-TZVPD

Values from the calculation:
Gap between HOMO and LUMO (eV): 8.81
Net charge: +2
Energy relative to the best compared isomer or geometry (same formula, charge and spin) (kcal/mol): 0.00
HOMO energy (eV): -13.564

XYZ file:
```
79
Properties=species:S:1:pos:R:3:lowdin_charge:R:1
Na -0.534 -0.797 0.517 0.00
C 2.546 -1.264 -1.778 -0.51
C 1.577 -1.680 -2.882 -0.49
S -0.146 -1.197 -2.584 0.86
C -1.021 -2.748 -2.919 -0.52
C -0.690 -3.943 -2.028 -0.50
S -0.888 -3.600 -0.262 0.89
C 0.710 -4.116 0.430 -0.50
C 1.978 -3.527 -0.174 -0.49
S 2.108 -1.718 -0.082 0.87
H 3.540 -1.644 -2.014 0.09
H 2.631 -0.175 -1.739 0.06
H 1.916 -1.233 -3.817 0.08
H 1.605 -2.759 -3.031 0.07
H -2.080 -2.491 -2.827 0.07
H -0.875 -3.029 -3.963 0.09
H -1.339 -4.775 -2.300 0.09
H 0.330 -4.282 -2.201 0.07
H 0.639 -3.854 1.488 0.06
H 0.779 -5.204 0.382 0.09
H 2.830 -3.959 0.351 0.09
H 2.091 -3.821 -1.216 0.07
C -5.981 0.234 -0.781 0.02
C -4.959 1.163 -0.249 -0.28
N -5.155 2.396 0.104 0.17
N -3.940 2.830 0.522 0.07
C -2.990 1.913 0.434 -0.62
S -1.354 2.063 0.971 0.79
N -3.624 0.836 -0.074 -0.05
N -3.003 -0.375 -0.359 0.14
H -6.943 0.739 -0.775 0.10
H -6.047 -0.666 -0.170 0.10
H -5.747 -0.056 -1.807 0.10
H -3.838 3.767 0.883 0.18
H -3.254 -1.057 0.354 0.10
H -3.287 -0.680 -1.282 0.11
C 0.211 -2.709 6.149 0.00
N -0.151 -2.115 4.874 -0.08
C -1.504 -2.025 4.354 -0.01
C -1.242 -1.413 2.988 -0.47
O -2.105 -1.177 2.143 -0.03
N 0.087 -1.194 2.817 0.16
C 0.680 -1.658 3.935 -0.39
N 2.004 -1.646 4.065 0.24
H -0.622 -2.592 6.838 0.10
H 1.061 -2.184 6.583 0.09
H 0.443 -3.770 6.051 0.10
H -2.144 -1.384 4.962 0.15
H -1.977 -3.004 4.252 0.15
H 2.550 -1.243 3.321 0.10
H 2.473 -1.999 4.879 0.12
C 2.356 2.735 -5.262 -0.10
C 1.556 2.040 -4.170 -0.28
C 1.003 3.017 -3.136 -0.28
C 0.171 2.307 -2.065 -0.37
Ge -0.451 3.494 -0.657 0.82
C 0.890 4.442 0.390 -0.33
C 1.561 3.641 1.507 -0.30
C 2.240 2.350 1.063 -0.29
C 2.980 1.679 2.214 -0.10
H 2.752 2.019 -5.982 0.08
H 3.200 3.286 -4.843 0.08
H 1.735 3.445 -5.811 0.08
H 2.188 1.306 -3.655 0.09
H 0.727 1.474 -4.605 0.11
H 0.396 3.773 -3.643 0.12
H 1.837 3.557 -2.674 0.11
H 0.759 1.513 -1.592 0.03
H -0.696 1.820 -2.519 0.06
H -1.656 4.344 -1.076 -0.02
H 0.409 5.332 0.800 0.07
H 1.635 4.799 -0.327 0.08
H 0.833 3.414 2.293 0.09
H 2.306 4.284 1.984 0.12
H 2.930 2.559 0.239 0.12
H 1.492 1.651 0.661 0.06
H 3.774 2.323 2.594 0.09
H 3.432 0.736 1.901 0.06
H 2.289 1.483 3.039 0.07
```